{"formula": "C5H8NO", "method": "the ωB97M-V functional and the def2-TZVPD basis", "de_lowest_kcal_mol": 102.5, "charge": 1, "fmax_ev_per_a": 4.776, "smiles": "[NH3+][C@H]1O[C@@H]1C1C=C1", "e_lumo_ev": -4.03, "gap_ev": 9.23, "e_homo_ev": -13.25, "species": ["H", "H", "O", "C", "H", "N", "H", "C", "C", "C", "H", "H", "H", "H", "C"], "coordinates": [[-1.475520, 0.968503, 0.935860], [0.654290, -0.414681, 2.428111], [0.486276, 1.462457, 0.707853], [0.092032, 0.385819, -1.594885], [-0.098953, 1.393002, -1.738326], [-0.374520, -0.050591, 2.385356], [-0.829399, -1.028654, 2.261408], [0.428932, 0.261823, 0.011375], [-0.539965, 0.608330, 1.123385], [0.839086, -0.633429, -2.364076], [1.812759, -0.736995, -2.906337], [-0.467291, 0.532598, 3.236565], [1.158021, -0.432630, 0.304250], [-1.218743, -1.546284, -2.454516], [-0.467004, -0.769267, -2.336022]], "atomic_forces_ev_per_a": [[-2.5629, 0.6475, -0.2871], [-1.6883, 1.1496, -0.0218], [0.3748, 0.8279, 1.3707], [0.8435, -2.3271, 4.0841], [-0.3304, 1.8989, -1.0562], [2.9853, -3.4326, 0.4153], [-0.0938, 2.1658, 1.2915], [-2.8527, 0.6636, -2.0636], [2.6355, 0.2036, -2.6314], [-0.0113, 0.9838, -2.2479], [-1.1616, -0.3137, 0.9257], [-0.7918, -0.6737, -0.2658], [1.2669, -1.1691, 0.0847], [-0.1852, 0.7544, -0.1988], [1.5721, -1.3788, 0.6005]], "lowdin_charge": [0.143, 0.218, 0.050, -0.182, 0.104, 0.228, 0.234, -0.142, -0.258, 0.009, 0.136, 0.197, 0.123, 0.113, 0.026]}

{"formula": "C39H48N2P", "method": "the ωB97M-V functional and the def2-TZVPD basis", "charge": 1, "fmax_ev_per_a": 2.421, "e_lumo_ev": -5.69, "gap_ev": 3.76, "e_homo_ev": -9.45, "species": ["H", "H", "H", "H", "H", "H", "C", "H", "C", "C", "H", "C", "C", "C", "C", "C", "C", "C", "H", "H", "C", "C", "H", "H", "C", "C", "C", "H", "H", "H", "C", "H", "C", "C", "C", "H", "N", "C", "H", "H", "C", "P", "H", "H", "H", "H", "C", "H", "H", "C", "C", "C", "H", "C", "C", "H", "C", "H", "H", "H", "H", "H", "C", "H", "H", "C", "H", "H", "H", "C", "H", "C", "H", "C", "N", "H", "C", "H", "H", "H", "C", "C", "H", "H", "C", "C", "C", "H", "H", "H"], "coordinates": [[2.646704, 5.728867, -1.127954], [1.560672, 7.919336, 0.011349], [-3.634979, 7.138612, -2.809657], [1.663320, 7.780311, -3.794505], [-7.259881, 5.630658, -1.329976], [0.681392, 6.438638, 5.058639], [-1.330998, 4.720292, -5.553772], [-2.844893, 7.174951, 4.087237], [0.000731, 5.407563, 3.283067], [0.126951, 7.129875, -1.416158], [-4.746895, 5.654658, 7.669772], [-3.652063, 6.439077, 5.970849], [-4.389362, 5.885704, 2.324798], [-0.046394, 5.093407, -5.164792], [4.236235, 7.119978, -0.731112], [3.056826, 5.632870, 0.964811], [-0.789134, 5.406276, -2.879350], [-2.069821, 5.005857, -3.272608], [-1.065724, 6.609072, 4.751322], [2.631221, 4.447613, -5.157595], [-5.861131, 5.752257, 0.315232], [-0.081173, 6.561140, 4.278258], [4.533687, 7.245556, -1.783853], [-4.611144, 5.962327, -3.718576], [3.541141, 5.786331, -0.497731], [4.488795, 4.649664, -0.911456], [-3.540410, 6.484635, 4.578770], [-3.348733, 4.350204, -4.879895], [1.859529, 5.650979, -2.447203], [4.581071, 4.983751, 3.948620], [4.067229, 5.456559, 1.910558], [0.104708, 7.517630, 3.771284], [0.810170, 7.194934, -0.258002], [-5.471494, 4.847562, 5.790770], [-5.341714, 4.861550, 4.406499], [-4.457645, 3.500104, -3.200743], [-0.611808, 5.966756, -1.554401], [-5.649649, 6.051226, 1.688116], [4.720843, 4.692242, -1.983617], [5.149955, 7.172665, -0.118582], [-7.106454, 5.888948, -0.276391], [-0.805586, 5.216244, 0.023832], [2.262220, 3.497349, -3.697145], [-6.261837, 4.250453, 6.250524], [-0.678889, 5.611468, 2.452398], [3.597080, 7.969261, -0.461570], [-3.246213, 5.062059, -2.307851], [4.040330, 3.671753, -0.701209], [-0.255431, 3.258746, 3.220595], [-4.618971, 5.625830, 6.582950], [-2.332399, 4.645988, -4.594177], [1.757372, 5.612050, -3.537010], [0.171725, 3.892748, 4.823794], [-0.420201, 4.087848, 3.920299], [-6.791727, 6.517217, 2.426655], [-3.466308, 5.965547, 1.767241], [-4.397535, 5.719619, 3.746104], [-2.997957, 7.071696, 6.580848], [2.186369, 6.873883, -5.233295], [5.439208, 4.720943, -0.362347], [-4.710467, 3.706977, -1.448551], [-1.484439, 4.112920, 4.185535], [1.421445, 5.328973, 2.735212], [-6.658987, 6.773507, 3.489218], [0.219405, 7.795625, -2.257905], [0.259250, 5.375869, -3.832055], [-5.997543, 4.244961, 3.786284], [5.111058, 5.542080, 1.602727], [-8.893625, 6.913748, 2.471607], [-8.042173, 6.620046, 1.844529], [0.738493, 5.152247, -5.922979], [2.255642, 6.921588, -4.134747], [-5.008240, 5.356098, -0.244974], [1.705671, 5.641954, 1.402567], [0.621151, 6.087801, 0.550984], [-2.851843, 5.284342, -1.312367], [2.451179, 5.048577, 3.634543], [-2.193449, 5.693097, 0.845419], [3.676202, 4.570525, -3.728201], [2.202617, 4.802638, 4.671666], [3.777901, 5.150264, 3.237714], [-8.212364, 6.324456, 0.481464], [3.308677, 7.115624, -3.874268], [-5.000050, 6.333249, -2.016319], [-4.184013, 6.189403, -2.732729], [2.634058, 4.462998, -4.057693], [-3.961863, 3.715508, -2.247223], [-1.543948, 4.480184, -6.592823], [-3.239534, 2.914801, -2.048408], [-9.202237, 6.389840, 0.034173]], "atomic_forces_ev_per_a": [[0.4315, 0.0609, 0.3956], [-0.2003, 0.1933, 0.0815], [-0.1683, -0.2183, -0.0029], [0.1645, -0.1476, -0.1444], [0.2050, 0.0964, 0.4494], [-0.2572, 0.0811, -0.1192], [0.0770, 0.0332, 0.1395], [-0.2490, -0.3051, 0.3579], [0.3131, -0.1659, -0.0721], [1.0664, 0.6801, 0.3934], [0.1369, -0.1213, -0.4417], [-0.0065, 0.0865, -0.2768], [-1.8928, 0.3732, 0.8148], [-0.4726, -0.1882, -0.0459], [0.1741, 0.4037, 0.0040], [0.2986, 0.1194, -0.5102], [-0.1828, 0.0371, -0.1550], [-0.4146, 0.1296, 0.1142], [0.2919, -0.0666, 0.0490], [0.0483, -0.0731, 0.3153], [0.4513, 0.0123, -0.1785], [0.0546, 0.2934, 0.0034], [-0.0907, -0.1161, 0.3035], [0.0270, 0.1190, 0.2326], [-0.6407, -0.1208, 0.2738], [-0.0449, -0.1786, 0.2127], [0.1405, -0.0696, -0.1844], [0.4677, 0.1102, 0.0832], [-0.1477, -0.0036, -0.5626], [-0.0966, 0.0337, -0.0726], [-0.2009, -0.1624, 0.3739], [0.0051, -0.1527, 0.1522], [0.0972, 0.5511, -1.1638], [0.1500, -0.0388, -0.1941], [-0.1871, 0.5362, -0.4500], [0.0042, -0.0327, 0.2400], [-0.7109, -0.7290, 0.8472], [-0.6596, -0.1280, -0.1643], [-0.0586, 0.1085, 0.3308], [-0.2451, 0.0743, -0.1779], [-0.2656, -0.0334, -0.0021], [1.1661, -1.2594, -0.6141], [0.0990, 0.1012, -0.0960], [0.3800, 0.0800, -0.1515], [-0.0284, 0.0755, 0.1437], [0.2089, -0.1245, -0.0468], [0.2517, -0.1109, -0.2092], [0.1259, 0.1237, -0.0391], [-0.0787, 0.1140, 0.1826], [-0.0176, 0.3558, -0.3521], [0.1258, -0.0356, -0.1056], [-0.4601, -0.0570, 0.4178], [-0.2328, -0.0345, -0.1376], [0.0283, -0.2031, -0.0472], [0.2717, -0.3461, 0.5376], [0.2018, 0.0399, -0.1385], [0.1119, -0.3574, 1.3485], [-0.2936, -0.2822, -0.2652], [0.0376, 0.1092, 0.3093], [-0.2493, -0.0908, -0.1863], [-0.0399, -0.1084, -0.1613], [0.1636, -0.0424, 0.0872], [-0.3022, 0.1648, 0.2287], [-0.1277, 0.0094, -0.7083], [-0.1706, 0.1905, 0.1022], [0.6452, 0.1330, -0.0847], [0.2394, 0.1274, 0.2536], [-0.3409, -0.1148, 0.0445], [0.4033, -0.0112, -0.4319], [-0.1010, 0.0482, 0.0225], [-0.2261, -0.0958, 0.3239], [0.0562, 0.3947, -0.1758], [-0.4118, 0.2266, 0.1373], [0.1168, 0.0528, 0.1830], [-0.9387, -0.7726, 0.3119], [-0.1839, 0.0579, -0.0320], [0.1315, 0.0043, -0.0919], [1.9223, 0.6484, -1.3205], [-0.3422, 0.0846, -0.1254], [0.1521, 0.0845, -0.3819], [-0.1429, -0.0050, -0.1455], [0.6534, -0.2736, 0.4283], [-0.3307, -0.1449, -0.0712], [0.0854, 0.0038, -0.2727], [0.0117, 0.2888, -0.0514], [-0.1981, -0.1932, -0.0572], [0.1228, -0.1426, 0.0072], [0.0398, 0.0657, 0.1817], [-0.2043, 0.0901, -0.0152], [0.2571, 0.0499, 0.0153]], "lowdin_charge": [0.082, 0.113, 0.098, 0.071, 0.125, 0.087, -0.052, 0.120, -0.400, -0.160, 0.124, -0.042, 0.142, -0.034, -0.055, -0.107, -0.134, -0.156, 0.034, 0.078, 0.005, -0.049, 0.078, 0.089, -0.376, -0.057, -0.016, 0.115, 0.082, 0.109, -0.036, 0.097, -0.158, -0.046, -0.014, 0.081, -0.234, -0.172, 0.062, 0.086, -0.035, 1.047, 0.093, 0.121, 0.044, 0.070, -0.406, 0.094, 0.090, -0.025, -0.037, -0.377, 0.081, -0.056, 0.008, 0.049, -0.209, 0.124, 0.086, 0.078, 0.061, 0.067, -0.153, 0.131, 0.114, -0.109, 0.131, 0.114, 0.126, -0.038, 0.115, -0.054, 0.086, -0.134, -0.239, 0.041, -0.039, -0.054, 0.062, 0.115, -0.053, -0.001, 0.079, 0.041, -0.043, -0.055, -0.056, 0.110, 0.094, 0.124]}

{"formula": "C4H4OS2", "method": "the ωB97M-V functional and the def2-TZVPD basis", "de_lowest_kcal_mol": 41.2, "fmax_ev_per_a": 7.444, "smiles": "Cc1csc(=O)s1", "e_lumo_ev": [0.28, 0.28], "gap_ev": [7.99, 7.99], "e_homo_ev": [-7.71, -7.70], "species": ["C", "O", "H", "H", "S", "C", "H", "C", "H", "S", "C"], "coordinates": [[-0.170638, -0.540925, 1.015438], [-0.536166, -2.726583, 4.123013], [-0.658130, 0.469444, -0.765163], [0.759459, -2.098398, -0.610958], [-0.663347, -0.599905, 2.590140], [-0.117813, 0.700638, 0.105544], [-0.437564, 1.657298, 0.642286], [-0.304419, -2.265776, 3.048939], [0.876386, 0.643776, -0.228710], [0.382645, -3.156258, 1.745527], [0.469135, -2.005391, 0.513210]], "atomic_forces_ev_per_a": [[3.0907, -5.7020, -3.6534], [-0.1816, -0.3019, 1.0399], [-1.3341, 0.1576, -1.0143], [-0.4714, -0.2032, 2.5760], [-0.6205, 0.8295, 1.2996], [-0.6552, -0.5981, 2.6418], [0.6232, -1.3696, -1.0077], [-0.0900, 0.5203, -0.6681], [1.5526, 0.9781, -0.2561], [0.6084, -1.2624, -0.8447], [-2.5221, 6.9518, -0.1131]], "lowdin_charge": [-0.632, -0.058, 0.054, 0.090, 1.032, -0.109, 0.107, -1.062, 0.052, 0.964, -0.438]}

Copy entry 3 word for word.
{"formula": "C4H4OS2", "method": "the ωB97M-V functional and the def2-TZVPD basis", "de_lowest_kcal_mol": 41.2, "fmax_ev_per_a": 7.444, "smiles": "Cc1csc(=O)s1", "e_lumo_ev": [0.28, 0.28], "gap_ev": [7.99, 7.99], "e_homo_ev": [-7.71, -7.70], "species": ["C", "O", "H", "H", "S", "C", "H", "C", "H", "S", "C"], "coordinates": [[-0.170638, -0.540925, 1.015438], [-0.536166, -2.726583, 4.123013], [-0.658130, 0.469444, -0.765163], [0.759459, -2.098398, -0.610958], [-0.663347, -0.599905, 2.590140], [-0.117813, 0.700638, 0.105544], [-0.437564, 1.657298, 0.642286], [-0.304419, -2.265776, 3.048939], [0.876386, 0.643776, -0.228710], [0.382645, -3.156258, 1.745527], [0.469135, -2.005391, 0.513210]], "atomic_forces_ev_per_a": [[3.0907, -5.7020, -3.6534], [-0.1816, -0.3019, 1.0399], [-1.3341, 0.1576, -1.0143], [-0.4714, -0.2032, 2.5760], [-0.6205, 0.8295, 1.2996], [-0.6552, -0.5981, 2.6418], [0.6232, -1.3696, -1.0077], [-0.0900, 0.5203, -0.6681], [1.5526, 0.9781, -0.2561], [0.6084, -1.2624, -0.8447], [-2.5221, 6.9518, -0.1131]], "lowdin_charge": [-0.632, -0.058, 0.054, 0.090, 1.032, -0.109, 0.107, -1.062, 0.052, 0.964, -0.438]}

Question: Which formula does entry 2 have?
Answer: C39H48N2P

Question: Which formula does entry 3 have?
Answer: C4H4OS2